1.
# C10H18ClIN2O2PV

C10H18ClIN2O2PV as an isolated structure in a non-equilibrium geometry (ωB97M-V/def2-TZVPD, the Open Molecules 2025 dataset).

Structure (XYZ):
```
36
Properties=species:S:1:pos:R:3:forces:R:3
C 5.2311 0.2066 2.7077 -0.415 -1.092 -1.226
C 4.0477 0.7904 3.2747 -1.018 4.672 5.603
H 6.1219 0.3444 3.3528 -0.581 0.249 0.059
H 5.3588 0.6630 1.7087 0.161 -0.155 0.266
H 5.0078 -0.8690 2.5705 0.404 0.289 -0.022
O 3.4751 1.4758 4.0303 2.089 -3.728 -4.291
I 1.9066 -0.7577 1.8829 -0.310 -0.048 0.297
V 0.1511 -0.5036 0.1487 2.175 -3.915 -4.369
P -0.0932 1.6477 -0.5845 -0.810 3.195 -1.306
C -1.5682 2.5842 -0.0400 -0.054 -0.488 0.466
C 1.3087 2.7749 -0.3129 0.478 -0.362 0.440
H 0.3939 0.7864 -2.7938 -0.134 0.319 -0.105
H 0.0369 2.5448 -2.8275 -0.022 -0.095 0.224
H -1.2899 1.3580 -2.7062 0.299 0.054 0.130
C -0.2585 1.5776 -2.4040 0.073 -0.767 -0.252
H 2.2515 2.2390 -0.4958 -0.209 0.269 -0.006
H 1.2299 3.6230 -1.0114 -0.106 -0.325 0.203
H -1.5095 3.6240 -0.3987 0.100 -0.364 0.056
H -1.6086 2.5721 1.0601 -0.113 0.223 -0.327
H 1.2903 3.1468 0.7212 0.031 -0.079 -0.278
H -2.4817 2.1128 -0.4344 0.302 0.256 0.197
C -1.0209 -0.2227 1.6240 -7.000 0.363 6.667
O -1.8563 -0.2126 2.4494 4.577 0.103 -4.205
Cl 1.2483 -1.6303 -1.4540 -0.889 1.063 1.018
C -1.1714 -3.6598 0.1504 0.305 -0.352 0.176
C -1.9523 -2.6418 -0.5623 -0.624 -1.059 -0.571
N -1.6979 -1.3451 -0.5701 0.579 1.161 0.560
C -2.6849 -0.7337 -1.3462 -0.250 -0.194 -0.347
C -3.5011 -1.7040 -1.8511 0.728 0.179 0.458
N -3.0231 -2.9115 -1.3472 0.654 1.092 0.419
H -1.7500 -4.5864 0.1959 0.292 0.047 0.180
H -0.2237 -3.8462 -0.3707 -0.206 -0.123 0.029
H -0.9295 -3.3262 1.1692 -0.170 -0.189 -0.133
H -2.7200 0.3384 -1.4823 -0.165 -0.380 -0.057
H -4.3374 -1.6131 -2.5179 -0.164 -0.137 -0.017
H -3.3815 -3.8462 -1.5356 -0.007 0.318 0.060
```
Forces are in eV/Å.

- Highest occupied orbital energy (alpha / beta): -18.48 / -18.50 eV
- Charge: +3
- Spin multiplicity: 2
- Frontier orbital gap (alpha / beta): 5.2 / 5.7 eV
- <S²>: 0.783

---

2.
# C10H18ClO2P

One molecule with the formula C10H18ClO2P in a non-equilibrium geometry (ωB97M-V/def2-TZVPD, the Open Molecules 2025 dataset).

Structure (XYZ):
```
32
Properties=species:S:1:pos:R:3:forces:R:3
C -5.0984 -0.3510 -0.6659 0.088 -0.020 0.020
C -6.1764 0.3943 -0.9637 -0.482 0.461 0.129
C -4.2649 -0.3972 0.5828 0.227 -0.035 0.039
C -3.0013 -1.2858 0.4747 -0.874 0.370 0.218
C 3.7519 0.2937 0.9730 -0.296 0.214 0.045
C 2.6973 1.5386 -0.9250 -0.137 -0.001 0.272
C 0.0436 -0.0750 -0.0310 -0.089 -0.391 -0.134
C 1.5203 -0.4553 0.0722 -0.227 0.360 0.194
C -0.8222 -1.2622 -0.4555 0.317 0.205 0.040
C 2.4301 0.7507 0.3551 0.154 -0.261 -0.103
O -6.7495 1.9096 1.2290 0.391 0.242 1.180
O -2.1926 -0.8711 -0.5381 -0.110 0.267 -0.113
P -7.2388 1.6903 -0.1304 0.638 -1.093 -1.211
Cl -3.5589 -3.0130 0.1755 0.082 -0.093 0.074
H -4.7482 -1.0440 -1.4255 -0.097 0.021 -0.136
H -6.5905 0.2263 -1.9552 0.011 -0.088 -0.154
H -3.9520 0.6172 0.8433 0.038 -0.039 0.111
H -4.8700 -0.7769 1.4107 0.063 0.087 0.004
H -2.4893 -1.3362 1.4431 -0.042 0.000 -0.177
H 4.4159 1.1437 1.1146 0.129 0.046 0.040
H 4.2505 -0.4239 0.3270 0.095 -0.125 -0.127
H 3.5859 -0.1749 1.9411 0.030 -0.071 0.084
H 1.7666 1.8045 -1.4191 -0.071 0.082 -0.143
H 3.2951 0.9401 -1.6090 0.067 -0.064 -0.136
H 3.2414 2.4564 -0.7108 0.053 0.080 -0.020
H -0.3089 0.2987 0.9340 -0.017 0.026 0.021
H -0.1004 0.7221 -0.7612 -0.018 0.070 -0.006
H 1.8384 -0.9267 -0.8590 0.104 -0.133 -0.071
H 1.6342 -1.1905 0.8717 0.042 -0.096 0.006
H -0.7108 -2.1010 0.2404 -0.027 0.017 -0.071
H -0.5319 -1.6029 -1.4538 -0.025 -0.027 0.124
H 1.9225 1.4047 1.0724 -0.014 -0.014 0.003
```
Forces are in eV/Å.

- Highest occupied orbital energy: -9.31 eV
- Charge: 0
- Frontier orbital gap: 8.5 eV
- SMILES: CC(C)CCCO[C@H](Cl)C/C=C\P=O

---

3.
# C10H18F6NOPSi

A 2-piece molecular cluster, C10H18F6NOPSi overall in a non-equilibrium geometry (ωB97M-V/def2-TZVPD, the Open Molecules 2025 dataset).

Structure (XYZ):
```
38
Properties=species:S:1:pos:R:3:forces:R:3
C 0.3448 -2.8349 3.8421 0.106 0.085 -0.720
Si 0.1038 -1.4647 2.5201 -0.616 -2.083 -0.234
C -0.3576 -2.4250 0.9207 0.115 0.174 0.019
C -1.4257 -0.4877 3.0254 -0.512 0.975 -0.198
O 1.5398 -0.6233 2.1942 -1.271 0.680 0.613
C 1.5548 0.7768 2.3734 1.692 1.251 -1.119
C 2.2547 1.3912 1.0738 -0.108 -0.789 1.102
N 1.5193 0.8813 -0.1223 -0.005 0.133 -0.629
C 0.1688 1.0785 -0.2109 -0.963 -0.570 -1.250
C -0.6113 0.5875 -1.3009 1.970 -0.338 0.310
C 0.0770 -0.1432 -2.3433 0.581 0.770 1.378
C 1.5178 -0.3014 -2.2368 -1.182 0.653 0.961
C 2.2080 0.2208 -1.1031 -1.188 -0.502 -1.204
H 1.1632 -3.5220 3.4972 -0.530 0.652 0.582
H 0.5267 -2.4268 4.8616 -0.079 -0.547 -0.654
H -0.5955 -3.4502 3.8002 0.758 0.644 0.296
H -0.9034 -3.3601 1.1906 0.380 0.654 -0.167
H 0.5704 -2.7222 0.3665 -0.824 0.274 0.308
H -1.0348 -1.8237 0.2615 0.678 -0.523 0.397
H -1.3033 0.1886 3.9054 -0.078 -0.573 -0.541
H -2.2443 -1.2184 3.2593 0.822 0.480 -0.126
H -1.8370 0.1459 2.1890 0.425 -0.534 0.697
H 0.5729 1.2930 2.4585 0.443 -0.718 0.385
H 2.2409 1.0580 3.2155 -0.863 -0.177 -0.460
H 2.2930 2.5026 1.0900 -0.178 -0.779 -0.116
H 3.2901 0.9756 1.0589 -0.849 0.394 -0.278
H -0.3569 1.6199 0.6010 0.801 -0.356 -0.581
H -1.7078 0.7619 -1.2798 0.983 -0.121 -0.340
H -0.5256 -0.5454 -3.1802 0.691 0.323 0.503
H 2.0817 -0.8309 -3.0246 -0.399 0.420 0.630
H 3.3057 0.0986 -0.9957 -1.042 0.224 0.112
F -1.0423 3.1558 -3.8760 -0.182 1.568 0.326
P -2.0669 2.0882 -4.5631 -0.483 0.734 -0.725
F -2.9601 2.2140 -3.1991 0.393 1.145 1.479
F -2.8754 3.3863 -5.1068 -1.094 0.820 1.086
F -0.6102 1.3332 -4.6177 0.391 -2.021 -0.010
F -2.1551 1.8209 -6.1611 1.204 -1.083 -0.720
F -2.7202 0.6011 -4.3832 0.012 -1.338 -1.115
```
Forces are in eV/Å.

- Highest occupied orbital energy: -10.13 eV
- Charge: 0
- Frontier orbital gap: 8.6 eV

---

Number 1: energy -2694.0262 Ha. Number 2: energy -1343.8278 Ha. Number 3: energy -1752.0069 Ha.